DFT (ωB97M-V/def2-TZVPD) results for the ion C7H13N2O2 with charge +1 at a distorted geometry.

Geometry as XYZ:
```
24
Properties=species:S:1:pos:R:3:forces:R:3:lowdin_charge:R:1
O 0.3012 -1.8528 0.5706 0.041 -0.190 -0.102 0.04
O 0.3592 -1.2999 -1.5982 0.062 -0.366 0.086 0.10
N -2.2341 -0.8873 -0.6045 -0.530 -0.250 -0.141 0.15
N -1.3141 -0.0499 1.5711 0.221 -0.135 -0.322 0.24
C -1.3228 1.3380 -0.5284 0.091 0.295 -0.015 -0.03
C -0.2171 2.0894 -0.5194 -0.710 -0.154 -0.152 -0.04
C 1.0797 1.5630 -0.1581 0.358 -0.437 0.171 -0.02
C -1.2693 -0.0774 -0.1123 2.575 -0.817 0.450 -0.36
C 1.3462 0.2555 -0.0407 -0.047 -0.050 0.033 -0.19
C 0.2737 -0.7851 -0.3188 -2.254 1.711 0.013 -0.47
C 2.7048 -0.2846 0.2384 0.134 -0.032 0.024 -0.01
H -2.2818 1.7289 -0.8259 -0.178 0.164 -0.068 0.12
H 3.3509 0.4944 0.6338 0.071 -0.011 0.009 0.09
H -0.2700 3.1290 -0.8017 -0.076 0.124 -0.058 0.12
H 2.6499 -1.1094 0.9479 0.095 0.027 0.034 0.09
H -2.1314 -1.8852 -0.5299 -0.016 -0.038 -0.028 0.12
H -0.9242 -0.9567 1.8601 -0.206 0.235 0.097 0.13
H 1.8799 2.2747 -0.0248 0.147 0.051 0.043 0.12
H -2.2691 0.0671 1.9125 0.165 -0.012 -0.101 0.15
H -0.7203 0.7052 1.9167 -0.060 -0.078 0.072 0.15
H 0.4770 -0.6081 -2.2578 0.031 0.134 -0.011 0.14
H -3.1703 -0.5373 -0.7227 -0.009 -0.035 -0.102 0.12
H 0.5464 -2.6430 0.0712 0.078 -0.082 0.061 0.14
H 3.1556 -0.6685 -0.6793 0.018 -0.054 0.007 0.10
```
Positions in Å, forces in eV/Å.

## Properties
**Gap between HOMO and LUMO**: 0.339 hartree
**Structure (SMILES)**: CC1=CC=C[C@](N)([NH3+])C1(O)O
**Net charge**: +1
**DFT total energy**: -14538.210 eV
**Energy above the lowest of the compared OMol25 structures with the same formula, charge and spin**: 0.3813 eV
**E_HOMO**: -12.796 eV
**Lowest unoccupied orbital energy**: -3.583 eV


DFT (ωB97M-V/def2-TZVPD) results for the ion C7H13N2OS with charge +1 at a distorted geometry.

Geometry as XYZ:
```
24
Properties=species:S:1:pos:R:3:forces:R:3:lowdin_charge:R:1
S -0.5727 -1.8980 0.6898 0.370 -0.135 -0.777 0.95
O -0.3403 1.5004 1.2639 1.856 1.297 0.724 0.17
N 1.0985 -0.2558 -0.8073 2.876 3.365 1.542 0.10
N 2.0095 0.2389 -0.0356 -4.776 -2.925 -2.325 -0.13
C -1.1379 0.9944 0.6141 -2.249 -1.718 -0.035 -0.21
C -2.1826 0.3234 0.1646 0.500 -0.506 -0.713 -0.31
C 2.4095 1.5828 -0.3810 -2.560 0.618 0.875 0.05
C 2.4128 -0.4807 1.1455 -1.010 -0.330 0.745 0.01
C -3.3789 1.0164 -0.4422 -0.840 -5.233 1.371 -0.01
C -2.1048 -1.1908 -0.0708 2.664 1.852 1.509 -0.37
C 0.6067 -1.5839 -0.7042 0.018 0.150 -0.448 -0.43
H 2.2446 1.8292 -1.4295 0.428 -0.371 0.237 0.13
H -1.9508 -1.5021 -1.0649 -0.816 -0.205 -1.395 0.06
H -3.5047 1.9213 -0.0075 -1.051 2.735 1.255 0.05
H 1.5110 -2.1762 -0.7082 0.050 -0.969 0.608 0.10
H 1.7405 -1.2336 1.5864 -0.771 1.227 -0.338 0.09
H -2.8927 -1.6268 0.4684 -1.223 -0.965 0.276 0.07
H 2.8810 0.0978 1.8761 0.029 1.659 1.193 0.10
H -3.1285 1.0849 -1.4346 -0.232 0.423 -2.679 0.06
H 3.1743 -1.1243 0.9615 2.818 -1.930 -1.635 0.08
H 0.2454 -1.6289 -1.7404 -0.909 -0.960 0.587 0.11
H 3.3105 1.6617 0.0750 3.438 0.688 0.342 0.07
H 1.8022 2.2481 0.2624 -0.156 -0.221 -0.463 0.12
H -4.2527 0.2019 -0.2815 1.547 2.454 -0.454 0.15
```
Positions in Å, forces in eV/Å.

## Properties
**Gap between HOMO and LUMO**: 0.238 hartree
**Structure (SMILES)**: CC(=C=O)CSCN=[N+](C)C
**Net charge**: +1
**DFT total energy**: -23321.486 eV
**Energy above the lowest of the compared OMol25 structures with the same formula, charge and spin**: 4.9466 eV
**E_HOMO**: -12.011 eV
**Lowest unoccupied orbital energy**: -5.522 eV


DFT (ωB97M-V/def2-TZVPD) results for the ion C7H13N2OS with charge +1 at a distorted geometry.

Geometry as XYZ:
```
24
Properties=species:S:1:pos:R:3:forces:R:3:lowdin_charge:R:1
S 1.3224 -0.0283 1.9138 -0.100 -0.543 -0.888 0.87
O 1.0964 -2.5823 -0.8792 1.009 -0.271 -0.234 0.15
N -1.2955 0.5102 -0.8912 -1.532 0.233 0.761 -0.10
N -0.7948 -1.1962 0.3991 1.497 0.689 -0.516 0.11
C 0.5036 -0.4651 0.2673 0.959 -1.385 1.169 -0.51
C 1.5913 -1.5642 -0.5341 -1.900 3.830 1.653 -0.33
C -1.6456 -0.6285 -0.4234 -1.046 -0.842 1.220 -0.10
C -0.0236 0.6019 2.9637 -0.877 -1.219 0.549 -0.40
C 0.1094 0.7930 -0.5156 -1.544 -1.908 -2.523 -0.05
C -2.2590 1.3576 -1.5754 -2.170 -1.737 -1.497 0.01
C 2.8926 -0.8186 -0.6443 0.655 -1.874 -3.209 -0.02
H -2.1755 2.4158 -1.5721 0.393 0.965 1.445 0.08
H 3.7081 -1.5225 -0.7791 0.241 -0.066 0.220 0.10
H 0.5125 1.2739 3.7520 -1.451 -0.827 -1.704 0.08
H -2.0222 1.2136 -2.6308 -0.698 -0.401 -0.339 0.10
H -0.8040 1.0216 2.2258 1.132 0.055 1.773 0.05
H 3.1341 -0.0636 0.0273 -0.089 0.755 2.022 0.03
H -3.3806 1.0004 -1.3175 2.820 0.975 -0.691 0.16
H -0.8594 -2.1979 0.3530 0.723 -0.584 0.572 0.15
H 0.0486 1.7003 -0.0407 0.766 2.095 1.541 0.10
H 2.9461 -0.2097 -1.5830 -0.614 -0.768 0.173 0.12
H 0.4737 0.8862 -1.5354 1.485 0.243 0.270 0.15
H -2.5687 -1.1830 -0.4992 -0.525 0.627 -0.749 0.18
H -0.5096 -0.3149 3.5188 0.866 1.959 -1.018 0.07
```
Positions in Å, forces in eV/Å.

## Properties
**Gap between HOMO and LUMO**: 0.345 hartree
**Structure (SMILES)**: CS[C@]1(C(C)=O)CN(C)C=[NH+]1
**Net charge**: +1
**DFT total energy**: -23324.164 eV
**Energy above the lowest of the compared OMol25 structures with the same formula, charge and spin**: 2.2685 eV
**E_HOMO**: -12.514 eV
**Lowest unoccupied orbital energy**: -3.139 eV


DFT (ωB97M-V/def2-TZVPD) results for a cluster of 2 separate species, C7H13N2P in total at a distorted geometry.

Geometry as XYZ:
```
23
Properties=species:S:1:pos:R:3:forces:R:3:lowdin_charge:R:1
P 0.5518 0.9571 -0.1449 2.604 1.004 -0.355 0.94
N 1.0029 -2.9199 -0.2307 0.063 1.579 -0.618 0.05
N 0.8741 -0.7023 -0.5432 1.057 -0.486 -0.269 -0.37
C 1.2027 -1.7201 0.3202 -1.676 -0.867 -1.285 -0.23
C 2.1717 1.2135 0.7778 1.200 0.162 1.834 -0.49
C 3.5833 0.8369 0.1318 -2.075 2.428 -1.757 -0.14
C -4.5519 1.2048 0.9822 3.786 1.606 -2.056 -0.10
C -5.5379 0.4659 0.6613 -2.849 -1.804 -1.105 -0.10
C 0.6438 -1.2753 -1.7754 -1.345 0.564 -0.758 -0.15
C 0.6182 -2.6333 -1.5515 0.883 0.802 1.117 -0.15
H 4.3928 1.3033 0.6661 0.168 0.441 0.217 0.05
H 0.3572 -3.4053 -2.2275 0.059 -0.535 -0.479 0.08
H 1.3772 -1.5123 1.3501 0.295 -0.122 0.476 0.10
H 0.4135 -0.5865 -2.6615 0.321 -1.489 1.452 0.13
H 1.4049 1.5219 -1.1922 -1.328 -0.327 -0.232 -0.04
H 2.2337 2.2613 1.1756 -0.339 -0.627 -0.726 0.07
H -5.6970 -0.0085 -0.3021 0.042 0.204 0.009 0.05
H 3.7548 -0.1780 0.1651 0.177 -2.378 0.049 0.02
H 3.6378 1.1375 -0.9835 -0.100 -0.270 1.747 0.09
H 2.1037 0.6523 1.7346 0.024 0.122 -0.412 0.05
H -3.7050 1.5296 0.2870 -1.250 -0.717 1.046 0.08
H -6.3237 0.3541 1.3970 -0.088 -0.476 -0.004 0.05
H -4.5086 1.5033 1.9634 0.372 1.185 2.109 0.02
```
Positions in Å, forces in eV/Å.

## Properties
**Gap between HOMO and LUMO**: 0.354 hartree
**Structure (SMILES)**: CCPn1ccnc1.C=C
**DFT total energy**: -19736.365 eV
**Energy above the lowest of the compared OMol25 structures with the same formula, charge and spin**: 0.5719 eV
**E_HOMO**: -8.874 eV
**Lowest unoccupied orbital energy**: 0.751 eV


DFT (ωB97M-V/def2-TZVPD) results for a cluster of 2 separate species, C7H13N3O in total at a distorted geometry.

Geometry as XYZ:
```
24
Properties=species:S:1:pos:R:3:forces:R:3:lowdin_charge:R:1
O -0.7858 -0.7839 -1.2333 -1.127 -1.335 -1.694 -0.06
N 2.7173 -3.5478 -1.0179 -0.593 0.138 -2.894 -0.01
N 0.7238 -2.8838 -0.4031 0.223 -1.649 -0.883 0.05
N 2.6643 -3.5449 0.2850 0.736 -0.317 2.833 -0.02
C 1.2029 0.3580 -0.5719 1.380 2.448 2.116 -0.04
C -1.3560 1.9318 0.9123 0.660 -1.659 -3.073 0.09
C 1.5346 -3.1666 -1.4774 -0.177 -0.443 1.663 -0.18
C -0.8609 0.7023 0.6014 -2.253 1.672 1.789 -0.32
C -0.3678 0.4208 -0.7200 3.164 2.362 -2.077 -0.46
C 1.4638 -3.2421 0.6835 -0.776 1.712 -0.123 -0.20
C -0.8335 -0.4564 1.5682 1.266 -0.433 -3.038 -0.03
H -0.4513 -0.9036 -2.1517 -0.287 0.361 1.078 0.12
H -1.0477 -1.3969 1.0204 0.575 0.503 0.074 0.08
H 1.7128 1.4728 -0.4492 -1.523 -2.763 -0.306 0.14
H -0.2802 -2.8422 -0.4782 0.127 0.466 0.190 0.13
H -0.5686 1.3233 -1.3951 -0.104 -1.260 0.584 0.16
H 1.1085 -3.3215 -2.4415 0.285 0.368 -0.684 0.11
H -1.6414 -0.4040 2.1609 -2.460 0.547 2.822 0.04
H 1.4997 -0.2054 0.3837 -0.420 0.730 -1.462 0.08
H -1.5753 2.3022 1.8291 -0.649 0.217 3.175 0.02
H 1.7200 -0.1151 -1.3898 -0.054 -0.233 -0.496 0.05
H 0.1059 -0.5121 2.0522 0.768 -0.302 0.861 0.07
H -1.6604 2.6981 0.1916 0.795 -0.487 -0.459 0.07
H 1.0993 -2.9450 1.6631 0.444 -0.644 0.005 0.11
```
Positions in Å, forces in eV/Å.

## Properties
**Gap between HOMO and LUMO**: 0.365 hartree
**Structure (SMILES)**: C=C(C)[C@@H](C)O.c1nnc[nH]1
**DFT total energy**: -13984.787 eV
**Energy above the lowest of the compared OMol25 structures with the same formula, charge and spin**: 3.5763 eV
**E_HOMO**: -9.502 eV
**Lowest unoccupied orbital energy**: 0.428 eV